w:
Molecular formula: C5H15N2
Method: DFT, ωB97M-V with the def2-TZVPD basis set

Results
net charge	+1
orbital gap	7.8	eV
structure (SMILES)	NCCCCC[NH3+]

Cartesian coordinates (Å):
N 0.156 2.834 -1.374
N -0.708 -2.631 1.800
C 0.870 0.924 0.069
C -0.718 -1.115 -0.133
C 0.059 -2.207 0.652
C -0.497 0.301 0.419
C 0.844 1.462 -1.333
H -1.104 -1.902 2.364
H -0.350 -1.219 -1.175
H 1.496 0.029 0.140
H 0.351 0.894 -2.121
H 1.172 1.706 0.760
H 1.891 1.566 -1.664
H 0.318 3.248 -2.293
H -1.789 -1.295 -0.220
H 0.327 -3.012 -0.025
H 0.986 -1.689 0.974
H -0.507 0.211 1.513
H -0.842 2.728 -1.172
H -0.319 -3.415 2.294
H -1.353 0.892 0.068
H 0.544 3.455 -0.663

---

x:
Molecular formula: C5H15N2
Method: DFT, ωB97M-V with the def2-TZVPD basis set

Results
net charge	+1
orbital gap	11.2	eV

Cartesian coordinates (Å):
N 0.772 -1.032 -0.412
N 0.437 1.580 -0.296
C -0.079 -1.633 0.619
C -1.992 1.130 -0.452
C 0.125 -0.917 1.968
C 1.853 -1.606 -0.769
C -0.878 2.057 -0.907
H -1.061 3.128 -0.557
H 1.188 -0.825 2.267
H -2.970 1.433 -0.977
H 2.663 -1.049 -1.155
H -1.875 0.044 -0.704
H 0.226 -2.674 0.818
H -0.400 -1.461 2.757
H 1.179 2.103 -0.768
H 0.412 1.814 0.706
H -0.339 0.106 1.954
H 1.969 -2.722 -0.641
H -2.222 1.251 0.640
H -0.809 2.053 -2.009
H -1.116 -1.655 0.261
H 0.524 0.435 -0.384

---

y:
Molecular formula: C5H15N2
Method: DFT, ωB97M-V with the def2-TZVPD basis set

Results
net charge	+1
orbital gap	9.0	eV
structure (SMILES)	CC[C@@H]([NH3+])CNC

Cartesian coordinates (Å):
N -1.120 0.523 -1.232
N 0.395 -1.673 1.504
C 0.393 -0.449 0.520
C -1.045 -0.104 0.086
C -1.222 -0.449 -2.371
C 1.307 1.905 0.254
C 1.143 0.744 1.164
H -0.216 -1.004 -2.472
H -1.788 1.314 -1.378
H -0.509 -2.042 1.407
H 0.633 -1.178 -0.188
H 0.456 0.853 2.049
H -1.962 -1.330 -2.205
H -1.375 0.756 0.673
H 0.644 -1.350 2.477
H 2.076 0.212 1.654
H 0.579 2.718 0.100
H 2.341 2.378 0.364
H 1.032 -2.458 1.263
H -1.700 -0.870 0.295
H 1.445 1.387 -0.692
H -1.506 0.117 -3.270

---

z:
Molecular formula: C5H15N2
Method: DFT, ωB97M-V with the def2-TZVPD basis set

Results
net charge	+1
orbital gap	8.5	eV

Cartesian coordinates (Å):
N 0.961 -1.322 0.491
N -1.759 0.994 -0.122
C 2.121 -1.700 -0.310
C -3.151 0.711 -0.500
C -1.483 1.991 0.923
C -0.871 0.275 -0.653
C 3.290 -0.649 -0.197
H 4.244 -1.073 -0.457
H -3.537 1.295 -1.412
H -2.220 2.766 0.829
H -0.475 2.404 0.672
H 1.236 -0.855 1.425
H 3.202 0.201 -0.877
H 2.532 -2.577 0.226
H 0.123 0.627 -0.441
H -1.381 1.446 1.922
H -3.161 -0.392 -0.864
H 3.310 -0.270 0.829
H -1.133 -0.593 -1.217
H 0.187 -2.110 0.777
H 1.876 -2.033 -1.265
H -3.911 0.865 0.221

---

Verdict on stability: w comes out on top.

---

w:
Molecular formula: C5H15N2
Method: DFT, ωB97M-V with the def2-TZVPD basis set

Results
net charge	+1
orbital gap	4.0	eV

Cartesian coordinates (Å):
N -0.956 -2.750 1.133
N -0.503 3.428 -0.735
C 1.248 -1.267 -0.511
C -0.330 3.135 0.700
C 0.306 -0.400 -0.169
C 0.022 -3.812 1.132
C -0.366 2.290 -1.622
H -1.161 2.516 1.030
H 0.264 -4.147 0.110
H 0.095 4.191 -1.015
H -1.326 1.791 -1.832
H -0.556 -1.872 0.748
H -1.772 -2.990 0.579
H 0.020 2.673 -2.564
H 0.278 1.517 -1.143
H 0.597 0.402 0.607
H 0.903 -2.107 -1.129
H -0.277 4.084 1.233
H -0.372 -4.693 1.647
H 0.622 2.594 0.858
H 0.953 -3.520 1.614
H 2.310 -1.063 -0.670

---

x:
Molecular formula: C5H15N2
Method: DFT, ωB97M-V with the def2-TZVPD basis set

Results
net charge	+1
orbital gap	9.3	eV
structure (SMILES)	CC[C@@H]([NH3+])CNC

Cartesian coordinates (Å):
N 1.682 -0.014 0.894
N -0.937 0.555 -1.787
C -1.294 0.385 0.748
C -0.373 0.113 -0.410
C 2.846 -0.870 0.517
C 1.052 0.603 -0.254
C -2.498 -0.584 0.827
H -0.733 0.241 1.666
H 0.995 1.698 -0.263
H -1.399 1.467 -1.701
H -2.141 -1.505 1.304
H -3.193 -0.289 1.610
H 3.662 -0.229 0.176
H -3.018 -0.739 -0.112
H -1.661 1.422 0.708
H -0.173 0.724 -2.444
H -1.561 -0.035 -2.336
H 1.996 0.710 1.529
H -0.479 -0.964 -0.624
H 2.501 -1.514 -0.284
H 1.570 0.245 -1.156
H 3.156 -1.422 1.393

---

Verdict on stability: x comes out on top.

---

w:
Molecular formula: C5H15N2
Method: DFT, ωB97M-V with the def2-TZVPD basis set

Results
net charge	+1
orbital gap	10.9	eV
structure (SMILES)	C[NH2+]CCCCN

Cartesian coordinates (Å):
N 0.953 1.759 0.088
N -1.254 -0.019 0.129
C 1.556 0.897 -0.939
C -0.483 -0.987 0.993
C 0.919 -1.427 0.441
C -2.703 0.196 0.333
C 1.410 -0.691 -0.885
H -2.910 1.126 -0.232
H -1.182 -1.845 0.975
H -3.254 -0.740 -0.016
H 1.253 1.350 -1.886
H 2.606 1.124 -0.810
H -2.750 0.429 1.379
H 0.766 -2.497 0.248
H 1.679 -1.429 1.226
H 0.665 2.712 -0.334
H -0.413 -0.577 1.983
H -1.056 -0.408 -0.829
H -0.693 0.956 0.028
H 1.606 1.892 0.838
H 2.527 -0.843 -1.020
H 0.756 -0.978 -1.710

---

x:
Molecular formula: C5H15N2
Method: DFT, ωB97M-V with the def2-TZVPD basis set

Results
net charge	+1
orbital gap	11.2	eV
structure (SMILES)	CC(C)[NH2+]CCN

Cartesian coordinates (Å):
N 0.003 -0.200 -0.124
N 2.697 -0.712 -0.089
C 0.914 0.931 -0.552
C 2.242 0.351 -0.960
C -1.283 0.211 0.628
C -1.589 -1.019 1.536
C -2.267 0.471 -0.480
H 0.659 -0.993 0.204
H 3.042 1.086 -1.105
H -0.776 -0.988 2.298
H 2.072 -0.080 -1.966
H -2.519 -0.825 2.081
H -1.519 -1.962 1.007
H 0.478 1.535 -1.339
H -3.146 0.930 -0.023
H 3.513 -1.206 -0.417
H -1.145 1.031 1.319
H 2.883 -0.398 0.873
H -2.652 -0.414 -0.994
H 0.858 1.593 0.301
H -0.448 -0.550 -0.973
H -2.016 1.211 -1.226

---

y:
Molecular formula: C5H15N2
Method: DFT, ωB97M-V with the def2-TZVPD basis set

Results
net charge	+1
orbital gap	10.7	eV

Cartesian coordinates (Å):
N -1.253 0.345 -1.395
N -2.114 -1.119 0.598
C 1.897 -0.685 -0.119
C -1.286 1.179 -0.054
C 2.535 0.123 0.942
C 1.667 -0.281 -1.391
C -1.441 0.075 1.091
H 2.155 1.144 1.076
H 1.919 0.672 -1.597
H 2.461 -0.424 1.915
H -0.267 -0.016 -1.550
H 1.663 -1.725 0.082
H -1.422 1.052 -2.073
H 1.245 -0.783 -2.249
H -1.849 0.599 2.038
H -1.498 -1.981 0.796
H 3.602 0.217 0.658
H -0.404 1.917 0.162
H -1.907 -0.426 -1.146
H -2.226 1.761 -0.173
H -2.966 -1.376 1.014
H -0.511 -0.269 1.375

---

z:
Molecular formula: C5H15N2
Method: DFT, ωB97M-V with the def2-TZVPD basis set

Results
net charge	+1
orbital gap	10.9	eV
structure (SMILES)	CCC[NH2+]CCN

Cartesian coordinates (Å):
N 0.297 0.629 3.275
N -0.284 -0.628 0.564
C 0.429 -0.571 -3.255
C -0.499 1.253 2.275
C -0.493 -0.570 -1.994
C 0.272 -1.049 -0.765
C 0.018 0.823 0.882
H -1.289 -1.328 -2.122
H -0.017 1.446 -0.003
H 1.102 0.705 0.946
H -0.169 0.605 4.180
H -1.558 1.004 2.366
H -0.796 0.475 -1.804
H -1.302 -0.716 0.688
H 0.452 -2.119 -0.657
H 0.594 0.450 -3.587
H 1.313 -1.236 -3.175
H 0.052 -1.150 1.386
H 1.263 -0.569 -0.744
H -0.383 2.347 2.144
H 1.185 1.031 3.549
H -0.185 -0.828 -4.147

---

Verdict on stability: x comes out on top.

---

w:
Molecular formula: C5H15N2
Method: DFT, ωB97M-V with the def2-TZVPD basis set

Results
net charge	+1
orbital gap	11.1	eV
structure (SMILES)	NCCCCC[NH3+]

Cartesian coordinates (Å):
N 1.142 1.200 -0.461
N -1.269 0.691 -1.090
C 1.759 -0.237 -0.674
C -0.302 -1.415 0.681
C -0.751 0.023 1.211
C 1.232 -1.360 0.288
C -1.783 0.798 0.293
H 1.337 -0.445 -1.683
H 0.112 0.569 1.479
H -1.312 -0.406 2.143
H -0.186 -2.037 1.656
H 1.271 -2.305 -0.305
H -1.670 1.329 -1.802
H -2.850 0.472 0.380
H -0.812 -1.859 -0.082
H 2.761 -0.003 -0.373
H -1.362 -0.299 -1.545
H 1.638 1.823 -1.120
H -1.747 1.822 0.681
H 1.906 -1.305 1.191
H -0.154 1.100 -1.086
H 1.028 1.449 0.539

---

x:
Molecular formula: C5H15N2
Method: DFT, ωB97M-V with the def2-TZVPD basis set

Results
net charge	+1
orbital gap	9.4	eV

Cartesian coordinates (Å):
N -0.239 2.190 0.602
N 1.362 -1.350 0.119
C 1.147 -0.019 0.783
C -1.372 -0.231 0.628
C 2.287 -1.312 -1.033
C -0.102 0.380 0.099
C -2.408 -0.406 -0.534
H -0.132 2.287 1.606
H 1.811 -1.073 -1.987
H -1.189 -1.224 1.032
H -0.076 0.679 -0.936
H -1.865 0.445 1.330
H 0.498 2.743 0.175
H -3.183 -1.072 -0.192
H -1.122 2.532 0.243
H -1.903 -0.895 -1.361
H 0.476 -1.769 -0.133
H 0.991 -0.189 1.848
H 1.998 0.605 0.564
H 2.684 -2.322 -1.126
H 3.055 -0.572 -0.854
H -2.719 0.573 -0.872

---

y:
Molecular formula: C5H15N2
Method: DFT, ωB97M-V with the def2-TZVPD basis set

Results
net charge	+1
orbital gap	5.3	eV

Cartesian coordinates (Å):
N 0.351 -2.379 0.738
N -0.641 0.278 3.766
C -0.225 1.940 -2.062
C 1.001 1.397 -1.335
C 0.919 -0.168 -1.324
C -0.567 -1.259 0.537
C -0.363 -0.710 -0.851
H 1.963 1.721 -1.728
H -1.634 -1.517 0.682
H -0.201 1.926 -3.178
H 0.975 1.793 -0.314
H -0.573 2.950 -1.812
H -0.899 0.486 2.803
H -0.179 -3.239 0.852
H -0.203 1.015 4.284
H -0.270 -0.484 1.230
H -0.917 1.145 -1.750
H 1.047 -0.528 -2.370
H -0.937 -1.191 -1.647
H 1.773 -0.455 -0.688
H -1.364 -0.231 4.244
H 0.945 -2.488 -0.076

---

Verdict on stability: x comes out on top.

---

w:
Molecular formula: C3H6O3
Method: DFT, ωB97M-V with the def2-TZVPD basis set

Results
net charge	0
orbital gap (spin up / spin down)	6.3 / 6.9	eV

Cartesian coordinates (Å):
O -0.175 0.247 -1.169
O -0.191 -1.596 0.119
O 0.508 0.651 1.488
C 0.489 0.760 2.850
C 0.114 -0.456 -0.096
C -0.746 -0.449 -2.281
H -1.723 -0.860 -2.001
H -0.079 -1.256 -2.607
H -0.851 0.293 -3.076
H -0.068 1.666 3.160
H 1.518 0.762 3.257
H 1.204 0.237 0.355

---

x:
Molecular formula: C3H6O3
Method: DFT, ωB97M-V with the def2-TZVPD basis set

Results
net charge	0
orbital gap	11.3	eV

Cartesian coordinates (Å):
O 0.249 1.785 -0.090
O 0.852 -0.124 1.189
O -2.034 0.108 -1.005
C -1.226 -0.162 0.096
C 0.032 0.655 0.233
C 1.670 -0.507 0.113
H 1.009 -0.241 -0.795
H -0.998 -1.230 0.106
H -1.692 0.093 1.063
H 2.530 0.158 0.022
H 1.890 -1.574 0.041
H -2.283 1.039 -0.971

---

Verdict on stability: x comes out on top.

---

w:
Molecular formula: C3H6O3
Method: DFT, ωB97M-V with the def2-TZVPD basis set

Results
net charge	0
orbital gap	11.3	eV
structure (SMILES)	O=C[C@H](O)CO

Cartesian coordinates (Å):
O -1.060 0.540 1.798
O -0.994 1.112 -0.746
O -0.149 -1.684 -0.131
C 0.605 -0.685 -0.783
C 0.029 0.421 1.282
C 0.222 0.684 -0.195
H 0.901 0.029 1.833
H 1.011 1.448 -0.314
H 0.440 -0.705 -1.872
H -1.587 1.223 0.018
H 1.659 -0.905 -0.590
H -1.081 -1.482 -0.299

---

x:
Molecular formula: C3H6O3
Method: DFT, ωB97M-V with the def2-TZVPD basis set

Results
net charge	0
orbital gap	10.9	eV
structure (SMILES)	C[C@@H](O)C(=O)O

Cartesian coordinates (Å):
O 0.080 1.180 -1.641
O -0.776 1.785 0.343
O -1.365 -0.469 1.165
C 0.989 -1.098 0.392
C -0.356 0.943 -0.364
C -0.435 -0.544 0.053
H 1.063 -2.161 0.583
H 1.482 -0.752 -0.577
H 0.052 2.146 -1.830
H 1.493 -0.422 1.100
H -1.331 0.514 1.592
H -0.896 -1.123 -0.818

---

y:
Molecular formula: C3H6O3
Method: DFT, ωB97M-V with the def2-TZVPD basis set

Results
net charge	0
orbital gap	9.4	eV

Cartesian coordinates (Å):
O -0.239 -0.825 1.314
O -2.212 0.546 0.061
O 1.334 -1.289 -0.370
C -0.889 0.953 -0.171
C 0.153 0.091 0.451
C 1.588 0.024 0.065
H 1.850 0.731 -0.744
H 2.307 0.137 0.901
H 0.528 -1.513 0.948
H -2.159 -0.291 0.566
H -0.725 1.981 0.211
H -0.652 0.991 -1.252

---

z:
Molecular formula: C3H6O3
Method: DFT, ωB97M-V with the def2-TZVPD basis set

Results
net charge	0
orbital gap	10.2	eV
structure (SMILES)	COC(=O)C=O.[H][H]

Cartesian coordinates (Å):
O -0.821 -0.798 -0.611
O -0.004 0.367 1.146
O 1.962 -1.387 -1.034
C 1.572 -0.467 -0.367
C -1.330 0.482 1.676
C 0.095 -0.328 0.008
H -1.219 0.963 2.647
H 0.588 0.498 -3.217
H 0.646 -0.229 -3.070
H -1.779 -0.509 1.781
H -1.950 1.089 1.013
H 2.241 0.319 0.027

---

Verdict on stability: x comes out on top.